Entry 1:
{
  "formula": "C25H34MnN12P2S",
  "method": "ωB97M-V with the def2-TZVPD basis set",
  "relative_energy_kj_mol": 6.9,
  "gap_ha": [0.2594, 0.2666],
  "s_squared": 8.7562,
  "largest_force_ev_per_a": 0.185,
  "e_tot_ha": -3862.09286,
  "spin_multiplicity": 6,
  "elements": ["Mn", "N", "C", "N", "N", "N", "N", "C", "N", "N", "N", "N", "H", "C", "P", "C", "N", "C", "C", "C", "C", "C", "C", "N", "C", "P", "C", "C", "C", "C", "C", "C", "C", "C", "C", "H", "H", "H", "H", "H", "H", "H", "H", "H", "H", "H", "H", "H", "H", "H", "H", "H", "H", "H", "H", "H", "H", "H", "H", "H", "H", "H", "H", "S", "C", "N", "C", "C", "C", "C", "H", "H", "H", "H", "H"],
  "xyz": [[-0.775, 0.311, 0.240], [0.122, -2.905, -0.865], [-0.807, -2.857, 0.160], [-1.401, -3.929, 0.657], [-2.206, -3.445, 1.625], [-2.102, -2.163, 1.701], [-1.225, -1.738, 0.758], [1.028, -1.876, -1.076], [2.268, -2.061, -1.489], [2.784, -0.819, -1.560], [1.908, 0.054, -1.200], [0.754, -0.586, -0.890], [0.485, -3.827, -1.053], [1.097, 3.138, -1.841], [0.330, 2.733, -0.240], [1.791, 2.821, 0.893], [2.697, 3.719, 0.603], [3.791, 3.811, 1.398], [4.787, 4.775, 1.112], [5.881, 4.872, 1.918], [6.034, 4.017, 3.038], [5.091, 3.078, 3.331], [3.945, 2.959, 2.509], [3.015, 2.011, 2.785], [1.963, 1.931, 2.010], [0.796, 0.531, 2.324], [1.957, -0.870, 2.216], [0.300, 0.617, 4.120], [1.457, 0.393, 5.093], [-0.348, 1.975, 4.383], [-0.748, -0.485, 4.313], [-0.650, 4.266, 0.200], [-1.709, 4.444, -0.893], [0.186, 5.540, 0.305], [-1.337, 4.000, 1.539], [1.627, 4.089, -1.799], [0.321, 3.171, -2.605], [1.791, 2.336, -2.079], [4.647, 5.412, 0.248], [6.647, 5.606, 1.704], [6.914, 4.112, 3.660], [5.188, 2.407, 4.174], [2.782, -0.750, 2.917], [2.355, -0.912, 1.202], [1.419, -1.798, 2.416], [2.244, 1.133, 4.964], [1.893, -0.599, 4.981], [1.072, 0.467, 6.114], [0.359, 2.797, 4.253], [-0.709, 2.004, 5.414], [-1.204, 2.136, 3.726], [-0.343, -1.480, 4.120], [-1.606, -0.356, 3.654], [-1.099, -0.462, 5.348], [-1.260, 4.706, -1.852], [-2.379, 5.260, -0.609], [-2.316, 3.548, -1.021], [0.743, 5.747, -0.609], [0.898, 5.493, 1.129], [-0.484, 6.385, 0.487], [-1.957, 3.101, 1.499], [-1.979, 4.845, 1.800], [-0.603, 3.885, 2.339], [-3.096, 0.986, -0.518], [-4.054, -0.167, 0.334], [-4.181, -1.410, -0.187], [-4.856, -2.419, 0.396], [-5.528, -2.198, 1.561], [-5.468, -0.922, 2.126], [-4.741, 0.081, 1.528], [-3.647, -1.589, -1.028], [-4.811, -3.376, -0.101], [-6.062, -3.007, 2.036], [-5.983, -0.725, 3.057], [-4.666, 1.068, 1.956]],
  "forces_ev_per_angstrom": [[-0.016, -0.024, 0.030], [0.002, 0.027, 0.020], [-0.039, 0.009, -0.086], [-0.027, -0.024, 0.020], [0.083, 0.077, -0.022], [-0.111, -0.039, -0.045], [0.026, 0.028, 0.088], [-0.052, -0.162, 0.071], [-0.012, 0.021, -0.067], [-0.051, 0.022, 0.050], [0.085, 0.004, 0.014], [-0.024, 0.048, -0.089], [0.023, 0.003, 0.006], [0.002, 0.052, 0.030], [-0.025, 0.058, -0.026], [0.010, -0.045, 0.026], [0.004, -0.001, 0.000], [0.000, 0.000, 0.007], [-0.012, -0.007, -0.006], [0.011, 0.002, 0.006], [0.003, 0.005, -0.002], [-0.011, -0.004, -0.010], [-0.006, -0.007, 0.007], [0.009, 0.012, -0.015], [0.021, 0.020, -0.027], [-0.051, 0.073, -0.018], [0.005, -0.007, -0.017], [0.056, -0.014, -0.004], [-0.010, 0.024, 0.019], [0.017, -0.046, 0.011], [-0.024, 0.011, -0.011], [-0.002, -0.021, 0.011], [0.015, -0.001, 0.013], [0.011, -0.005, 0.001], [0.061, 0.032, 0.000], [-0.017, -0.017, -0.003], [0.003, -0.009, -0.004], [0.007, -0.031, 0.004], [0.001, 0.002, 0.000], [0.000, 0.001, 0.001], [0.001, 0.001, -0.001], [0.000, -0.001, 0.001], [-0.006, 0.006, 0.000], [-0.003, -0.006, 0.012], [0.006, 0.000, 0.004], [0.009, -0.008, 0.006], [-0.002, 0.000, -0.007], [-0.006, -0.002, -0.001], [-0.002, 0.000, -0.006], [0.003, 0.008, 0.003], [-0.014, 0.032, -0.019], [0.008, 0.003, 0.006], [-0.023, -0.007, -0.016], [0.010, -0.014, -0.001], [0.005, -0.003, 0.003], [-0.006, 0.004, 0.004], [-0.012, 0.001, -0.016], [-0.003, -0.002, 0.003], [0.000, 0.011, 0.000], [-0.005, -0.002, -0.002], [-0.030, -0.017, -0.008], [-0.006, -0.001, -0.002], [-0.010, 0.003, -0.005], [0.007, -0.038, 0.150], [0.070, 0.027, -0.089], [0.021, -0.014, 0.003], [0.007, 0.007, 0.012], [-0.008, -0.060, -0.017], [0.035, 0.093, 0.048], [-0.023, -0.096, -0.084], [0.007, -0.012, 0.005], [0.016, -0.004, -0.005], [0.000, 0.001, 0.001], [-0.003, 0.005, -0.005], [-0.010, 0.023, 0.039]]
}

***

Entry 2:
{
  "formula": "C25H34N2O3",
  "method": "ωB97M-V with the def2-TZVPD basis set",
  "relative_energy_kj_mol": 135.1,
  "gap_ha": 0.3357,
  "largest_force_ev_per_a": 0.708,
  "e_tot_ha": -1308.26539,
  "elements": ["C", "C", "C", "C", "C", "C", "C", "C", "C", "C", "N", "C", "O", "C", "C", "C", "C", "O", "N", "C", "C", "C", "C", "C", "C", "O", "C", "C", "C", "C", "H", "H", "H", "H", "H", "H", "H", "H", "H", "H", "H", "H", "H", "H", "H", "H", "H", "H", "H", "H", "H", "H", "H", "H", "H", "H", "H", "H", "H", "H", "H", "H", "H", "H"],
  "xyz": [[3.826, -0.123, 0.446], [3.983, -1.136, -0.386], [3.289, -2.452, -0.227], [1.960, -2.527, -1.015], [1.322, -3.914, -0.786], [-0.030, -4.037, -1.408], [-0.343, -4.900, -2.357], [2.157, -2.262, -2.515], [1.849, -0.780, -2.695], [0.761, -0.526, -1.656], [1.057, -1.452, -0.581], [0.593, -1.389, 0.681], [0.913, -2.195, 1.539], [-0.417, -0.285, 1.005], [-0.324, 0.115, 2.488], [-1.626, -0.152, 3.244], [-2.804, 0.427, 2.498], [-3.636, 1.158, 3.002], [-2.841, 0.048, 1.198], [-3.889, 0.533, 0.329], [-3.378, 1.392, -0.841], [-2.272, 2.337, -0.456], [-1.166, 2.487, -1.286], [-0.118, 3.314, -0.938], [-0.149, 4.021, 0.265], [0.944, 4.791, 0.530], [0.964, 5.537, 1.723], [-1.262, 3.896, 1.088], [-2.310, 3.067, 0.723], [-1.821, -0.839, 0.698], [4.324, 0.821, 0.303], [3.191, -0.202, 1.313], [4.635, -1.038, -1.245], [3.934, -3.262, -0.572], [3.054, -2.614, 0.824], [1.993, -4.671, -1.194], [1.229, -4.068, 0.291], [-0.778, -3.357, -1.022], [-1.336, -4.962, -2.770], [0.381, -5.593, -2.753], [1.444, -2.860, -3.085], [3.162, -2.521, -2.840], [2.725, -0.175, -2.464], [1.514, -0.542, -3.703], [-0.229, -0.740, -2.078], [0.781, 0.507, -1.309], [-0.253, 0.596, 0.386], [-0.082, 1.177, 2.560], [0.477, -0.455, 2.963], [-1.773, -1.229, 3.357], [-1.590, 0.292, 4.239], [-4.458, -0.315, -0.070], [-4.550, 1.119, 0.970], [-3.023, 0.748, -1.649], [-4.229, 1.957, -1.231], [-1.124, 1.950, -2.223], [0.741, 3.429, -1.580], [0.145, 6.263, 1.758], [0.912, 4.889, 2.604], [1.915, 6.067, 1.723], [-1.329, 4.435, 2.019], [-3.158, 2.987, 1.385], [-1.957, -0.954, -0.378], [-1.919, -1.829, 1.164]],
  "forces_ev_per_angstrom": [[0.068, 0.202, 0.030], [0.109, -0.291, -0.032], [-0.158, 0.083, 0.053], [0.286, -0.581, 0.121], [0.003, 0.107, 0.076], [0.196, -0.005, 0.168], [-0.180, -0.065, -0.108], [-0.082, 0.137, 0.058], [-0.048, -0.022, 0.035], [-0.187, 0.470, -0.253], [0.185, -0.248, -0.168], [-0.351, 0.610, -0.077], [0.035, -0.303, 0.338], [0.170, -0.152, 0.068], [0.116, -0.065, 0.065], [0.074, 0.193, 0.103], [0.152, -0.278, 0.290], [-0.216, 0.306, 0.261], [-0.148, 0.052, -0.226], [-0.243, 0.136, -0.095], [-0.028, -0.067, 0.137], [-0.074, -0.004, -0.116], [-0.050, 0.111, 0.104], [0.138, 0.138, 0.120], [0.023, -0.099, -0.121], [-0.101, -0.212, -0.281], [0.001, 0.121, 0.201], [0.234, 0.242, 0.145], [0.021, -0.079, -0.219], [0.313, -0.136, -0.029], [0.120, 0.165, -0.085], [-0.145, -0.094, 0.225], [0.091, 0.142, -0.095], [-0.014, -0.067, -0.008], [0.053, -0.081, -0.057], [0.047, -0.037, -0.021], [0.111, -0.063, -0.061], [-0.204, 0.056, -0.001], [-0.215, 0.030, -0.042], [0.208, -0.118, -0.048], [0.052, -0.002, -0.016], [0.066, -0.087, 0.000], [-0.044, 0.035, -0.034], [-0.009, 0.053, -0.016], [-0.006, 0.099, -0.020], [-0.064, -0.073, -0.022], [-0.047, -0.071, -0.005], [-0.009, 0.003, -0.007], [-0.045, 0.112, -0.039], [-0.005, -0.039, 0.020], [-0.116, -0.052, -0.070], [-0.025, 0.100, 0.054], [0.032, -0.138, -0.124], [-0.027, 0.039, -0.045], [-0.031, -0.104, -0.075], [0.003, -0.085, -0.075], [0.113, 0.023, -0.078], [0.022, -0.037, 0.010], [-0.016, 0.025, -0.031], [-0.082, -0.015, 0.049], [0.030, 0.071, 0.093], [-0.106, -0.064, 0.131], [-0.030, -0.047, 0.002], [0.033, 0.022, -0.155]]
}

***

Entry 3:
{
  "formula": "C25H34N2O4",
  "method": "ωB97M-V with the def2-TZVPD basis set",
  "relative_energy_kj_mol": 1.9,
  "gap_ha": 0.3139,
  "largest_force_ev_per_a": 0.712,
  "e_tot_ha": -1383.55696,
  "elements": ["C", "C", "C", "O", "C", "C", "C", "N", "C", "O", "C", "C", "C", "C", "O", "N", "C", "C", "C", "C", "O", "C", "C", "C", "C", "C", "C", "C", "C", "C", "C", "H", "H", "H", "H", "H", "H", "H", "H", "H", "H", "H", "H", "H", "H", "H", "H", "H", "H", "H", "H", "H", "H", "H", "H", "H", "H", "H", "H", "H", "H", "H", "H", "H", "H"],
  "xyz": [[-2.815, -4.564, 1.010], [-2.585, -3.551, -0.114], [-3.802, -3.450, -1.028], [-2.347, -2.246, 0.385], [-1.078, -2.019, 0.961], [-0.778, -0.521, 0.949], [-1.713, 0.269, 1.865], [-3.063, 0.249, 1.353], [-3.770, 1.351, 1.067], [-3.416, 2.482, 1.362], [-5.072, 1.072, 0.332], [-4.817, 0.708, -1.134], [-4.029, 1.795, -1.878], [-2.531, 1.599, -1.685], [-1.962, 0.617, -2.120], [-1.915, 2.609, -1.019], [-0.572, 2.648, -0.618], [0.433, 1.971, -1.295], [1.742, 2.025, -0.848], [2.072, 2.766, 0.280], [3.325, 2.897, 0.811], [4.370, 2.090, 0.323], [4.257, 0.630, 0.795], [5.368, -0.190, 0.209], [5.184, -0.881, -0.982], [6.220, -1.606, -1.545], [7.456, -1.645, -0.924], [7.650, -0.959, 0.263], [6.613, -0.235, 0.824], [1.062, 3.466, 0.944], [-0.240, 3.410, 0.502], [-3.052, -5.536, 0.586], [-1.926, -4.664, 1.629], [-3.643, -4.240, 1.636], [-1.710, -3.867, -0.708], [-3.998, -4.407, -1.501], [-3.619, -2.704, -1.797], [-4.675, -3.153, -0.451], [-1.052, -2.401, 1.994], [-0.310, -2.549, 0.380], [0.252, -0.365, 1.270], [-0.883, -0.158, -0.075], [-1.396, 1.313, 1.929], [-1.699, -0.164, 2.873], [-3.351, -0.648, 0.985], [-5.602, 0.256, 0.825], [-5.688, 1.971, 0.386], [-4.258, -0.228, -1.199], [-5.782, 0.559, -1.624], [-4.345, 2.786, -1.553], [-4.220, 1.699, -2.949], [-2.511, 3.238, -0.493], [0.192, 1.387, -2.168], [2.493, 1.486, -1.403], [4.428, 2.131, -0.772], [5.282, 2.537, 0.728], [4.302, 0.617, 1.886], [3.287, 0.232, 0.489], [4.219, -0.858, -1.469], [6.062, -2.141, -2.469], [8.265, -2.211, -1.361], [8.612, -0.988, 0.753], [6.767, 0.297, 1.751], [1.329, 4.048, 1.812], [-1.017, 3.940, 1.032]],
  "forces_ev_per_angstrom": [[0.213, 0.345, -0.225], [-0.294, -0.371, -0.083], [0.453, 0.074, 0.168], [-0.198, 0.073, -0.102], [0.478, 0.154, 0.095], [-0.341, -0.302, 0.142], [0.358, 0.115, 0.027], [0.060, -0.290, -0.040], [-0.617, -0.323, 0.146], [0.081, 0.524, 0.116], [0.060, 0.056, -0.125], [-0.090, 0.122, 0.026], [0.013, -0.306, 0.016], [-0.312, 0.338, -0.100], [0.085, -0.250, -0.152], [-0.073, 0.394, 0.047], [0.393, -0.122, -0.028], [-0.208, 0.055, -0.056], [0.326, 0.098, 0.167], [-0.188, 0.045, 0.057], [-0.237, 0.180, 0.106], [0.158, -0.324, -0.039], [-0.027, 0.344, -0.095], [-0.092, -0.014, 0.068], [0.010, 0.013, 0.014], [0.010, -0.043, -0.094], [0.075, -0.051, -0.035], [0.105, -0.004, 0.017], [-0.030, 0.005, -0.020], [0.255, -0.087, -0.066], [-0.012, -0.101, -0.129], [-0.014, -0.139, -0.015], [0.057, -0.061, 0.094], [-0.105, 0.028, 0.063], [-0.097, 0.105, 0.078], [-0.066, -0.107, -0.051], [-0.016, 0.061, -0.103], [-0.138, 0.015, 0.075], [0.032, -0.011, -0.100], [-0.080, -0.006, 0.052], [0.076, -0.003, 0.016], [0.089, 0.016, 0.001], [-0.053, -0.149, 0.059], [0.066, 0.102, -0.025], [-0.166, 0.129, -0.043], [-0.030, 0.007, 0.036], [0.069, -0.046, 0.080], [-0.057, -0.049, -0.079], [0.056, -0.053, 0.008], [-0.034, 0.051, -0.039], [0.089, 0.071, 0.044], [-0.036, -0.230, -0.162], [-0.019, -0.030, -0.023], [0.104, -0.056, -0.023], [0.013, 0.022, 0.084], [-0.066, -0.075, -0.122], [-0.052, -0.004, -0.008], [0.021, -0.019, 0.058], [-0.123, 0.009, -0.038], [-0.012, -0.045, -0.070], [0.062, -0.047, -0.031], [0.074, -0.005, 0.040], [0.010, 0.056, 0.118], [0.021, 0.071, 0.111], [-0.093, 0.044, 0.089]]
}